1.
{"formula": "C12H23F2N2O3S", "method": "the ωB97M-V functional and the def2-TZVPD basis", "homo_ev": -12.22, "e_above_lowest_kj_mol": 0.0, "total_charge": 1, "smiles": "CC(C)CC[C@]1(O)[C@H](CCCN)[NH+]=C(S(=O)(=O)F)[C@@H]1F", "homo_lumo_gap_ev": 6.754, "e_lumo_ev": -5.471, "elements": ["C", "C", "C", "C", "C", "C", "O", "C", "C", "C", "C", "N", "N", "C", "S", "O", "O", "F", "C", "F", "H", "H", "H", "H", "H", "H", "H", "H", "H", "H", "H", "H", "H", "H", "H", "H", "H", "H", "H", "H", "H", "H", "H"], "xyz": [[-0.0997, -2.7082, 2.1771], [0.1227, -3.0050, 0.6985], [1.3495, -3.8974, 0.5107], [0.2873, -1.7425, -0.1576], [-0.9860, -0.8833, -0.2826], [-1.1471, 0.4504, 0.4539], [-2.5227, 0.6730, 0.7819], [-0.6479, 1.6942, -0.3394], [0.7653, 1.6662, -0.9649], [0.7925, 1.7627, -2.4980], [0.8772, 0.4146, -3.2043], [1.0761, 0.6290, -4.6285], [-0.6747, 2.7072, 0.7637], [-0.6232, 2.1977, 1.9248], [-0.5331, 3.2407, 3.3730], [0.6431, 2.8837, 4.0602], [-0.9028, 4.5440, 2.9746], [-1.7396, 2.6025, 4.0955], [-0.5326, 0.6808, 1.8503], [0.8017, 0.3926, 1.9280], [-0.9993, -2.1139, 2.3540], [0.7612, -2.1878, 2.6006], [-0.2203, -3.6375, 2.7332], [-0.7593, -3.5330, 0.3209], [2.2637, -3.3010, 0.5673], [1.4172, -4.6471, 1.2985], [1.3354, -4.4119, -0.4494], [0.5508, -2.0782, -1.1632], [1.1426, -1.1694, 0.2009], [-1.1410, -0.6269, -1.3348], [-1.8429, -1.4911, 0.0121], [-3.0628, 0.6247, -0.0119], [-1.3691, 1.9958, -1.0992], [1.3374, 2.4981, -0.5506], [1.2802, 0.7645, -0.6362], [1.6640, 2.3425, -2.7993], [-0.0865, 2.3035, -2.8635], [-0.0151, -0.1869, -2.9712], [1.7387, -0.1339, -2.8170], [1.2703, -0.2408, -5.1082], [0.2501, 1.0253, -5.0616], [-0.7371, 3.7156, 0.6155], [-1.0846, 0.1861, 2.6462]]}

2.
{"formula": "C12H23FeN2O2P2S", "method": "the ωB97M-V functional and the def2-TZVPD basis", "homo_ev": [-14.53, -15.18], "e_above_lowest_kj_mol": 0.0, "total_charge": 2, "s2": 8.78, "multiplicity": 6, "homo_lumo_gap_ev": [7.371, 5.044], "e_lumo_ev": [-7.161, -10.134], "elements": ["Fe", "P", "C", "C", "N", "C", "C", "C", "C", "C", "P", "H", "H", "H", "H", "H", "H", "H", "H", "O", "H", "H", "O", "H", "C", "H", "H", "H", "C", "H", "H", "H", "C", "H", "H", "H", "C", "H", "H", "H", "S", "C", "N"], "xyz": [[-0.2983, 0.0984, 0.9526], [1.8461, -0.4817, 1.0750], [2.1028, -0.4772, -0.7355], [0.9665, -1.1959, -1.3693], [-0.2294, -0.9359, -0.7673], [-1.3803, -1.3713, -1.3199], [-1.3599, -2.2777, -2.3773], [-0.1383, -2.6267, -2.9562], [1.0385, -2.0739, -2.4550], [-2.6741, -0.8261, -0.7445], [-2.2904, 0.7224, 0.1842], [2.0228, -2.3150, -2.8600], [-2.3043, -2.6799, -2.7230], [-0.1045, -3.2987, -3.8059], [-3.4014, -0.5606, -1.5341], [-3.1188, -1.5461, -0.0301], [2.0935, 0.7757, -1.1461], [3.0845, -0.8488, -1.0179], [1.3304, 2.5339, -0.9583], [1.8737, 1.9179, -1.7108], [2.7237, 2.3636, -1.9428], [0.3341, 2.2209, 0.6889], [0.5380, 2.9856, 0.0149], [0.6669, 3.8109, 0.5173], [-2.3587, 2.0022, -1.0821], [-3.3247, 1.9167, -1.5966], [-2.2668, 2.9798, -0.5938], [-1.5384, 1.8870, -1.8015], [-3.6132, 0.9801, 1.3569], [-3.3047, 1.7890, 2.0307], [-4.5265, 1.2397, 0.8047], [-3.7531, 0.0684, 1.9495], [2.0256, -2.1663, 1.7321], [3.0885, -2.4401, 1.7336], [1.6231, -2.1841, 2.7561], [1.4562, -2.8765, 1.1182], [3.1931, 0.4830, 1.7698], [2.9088, 0.7606, 2.7923], [4.1035, -0.1335, 1.7820], [3.3486, 1.3891, 1.1701], [-0.4116, 1.3303, 2.8040], [-0.1024, -0.0302, 3.7713], [0.1309, -0.9091, 4.5238]]}

3.
{"formula": "C12H24AuB11Br6NS", "method": "the ωB97M-V functional and the def2-TZVPD basis", "homo_ev": [-11.76, -11.76], "e_above_lowest_kj_mol": 200.4, "total_charge": 1, "homo_lumo_gap_ev": [4.630, 4.629], "e_lumo_ev": [-7.126, -7.127], "elements": ["Au", "Br", "B", "B", "C", "B", "B", "B", "B", "B", "Br", "B", "Br", "B", "Br", "B", "Br", "B", "Br", "H", "H", "H", "H", "H", "H", "C", "S", "C", "H", "H", "H", "H", "H", "H", "C", "N", "C", "C", "C", "C", "C", "C", "C", "C", "H", "H", "H", "H", "H", "H", "H", "H", "H", "H", "H", "H"], "xyz": [[-0.1057, 0.7745, -0.6021], [-3.1101, -0.3554, 1.8558], [-2.1214, -2.0345, 2.0291], [-2.6454, -3.3855, 3.0557], [-2.0565, -4.7707, 2.2673], [-2.6881, -3.5364, 1.2854], [-1.2756, -4.5036, 0.7807], [-0.3650, -4.9272, 2.2419], [-1.2017, -4.2327, 3.6409], [-1.1965, -2.4597, 3.5072], [-1.1491, -1.2801, 5.0640], [0.2555, -3.4390, 2.9957], [1.9475, -3.3891, 3.9660], [0.1978, -3.6067, 1.2010], [1.8219, -3.7156, 0.1157], [-1.2516, -2.7364, 0.6210], [-1.2614, -1.8119, -1.1346], [-0.3234, -2.0641, 1.9903], [0.7228, -0.3797, 1.8330], [-3.6380, -3.4128, 3.6849], [-2.6323, -5.6772, 2.3694], [-3.7148, -3.6695, 0.7266], [-1.3822, -5.2714, -0.1038], [0.1439, -5.9833, 2.3272], [-1.2447, -4.8324, 4.6510], [-1.6281, 4.0155, 0.1027], [-2.1641, 2.3090, -0.1616], [-2.9445, 2.4820, -1.7861], [-2.5183, 4.6228, 0.2500], [-1.0587, 4.3797, -0.7506], [-1.0200, 4.0371, 1.0043], [-2.2199, 2.8079, -2.5298], [-3.7532, 3.2036, -1.6976], [-3.3482, 1.5076, -2.0529], [2.0897, 4.0300, -0.7546], [1.6304, 3.9323, -2.1210], [0.8191, 5.0329, -2.5982], [1.1733, 2.6478, -2.5005], [2.1544, 1.5475, -2.2246], [3.4427, 1.4973, -2.7489], [4.2687, 0.4207, -2.4663], [3.8156, -0.6271, -1.6739], [2.5281, -0.5947, -1.1398], [1.7632, 0.5038, -1.4232], [2.3443, 5.0607, -0.5219], [2.9719, 3.4085, -0.6063], [1.3129, 3.6885, -0.0440], [1.3333, 5.9725, -2.4072], [-0.1670, 5.0766, -2.1103], [0.6639, 4.9363, -3.6718], [0.8946, 2.6493, -3.5563], [0.2181, 2.3736, -1.9183], [3.7827, 2.3133, -3.3741], [5.2705, 0.3877, -2.8737], [4.4365, -1.4865, -1.4609], [2.1818, -1.4360, -0.5519]]}

4.
{"formula": "C12H24Br12", "method": "the ωB97M-V functional and the def2-TZVPD basis", "homo_ev": -10.03, "e_above_lowest_kj_mol": 155.9, "total_charge": 0, "smiles": "BrCCBr.BrCCBr.BrCCBr.BrCCBr.BrCCBr.BrCCBr", "homo_lumo_gap_ev": 10.149, "e_lumo_ev": 0.122, "elements": ["Br", "C", "C", "Br", "H", "H", "H", "H", "Br", "C", "C", "Br", "H", "H", "H", "H", "Br", "C", "C", "Br", "H", "H", "H", "H", "Br", "C", "C", "Br", "H", "H", "H", "H", "Br", "C", "C", "Br", "H", "H", "H", "H", "Br", "C", "C", "Br", "H", "H", "H", "H"], "xyz": [[5.8266, 16.7532, -3.1306], [5.2392, 14.8474, -3.0538], [5.1055, 14.3764, -1.6357], [4.3370, 12.5811, -1.6617], [5.9940, 14.2729, -3.5906], [4.3042, 14.7545, -3.6062], [4.3361, 14.9209, -1.0882], [6.0314, 14.3932, -1.0608], [4.9743, 7.6420, -1.1998], [5.4475, 9.2725, -2.0682], [6.5993, 8.9563, -3.1277], [6.8527, 10.4139, -4.4122], [5.4523, 10.1493, -1.4206], [4.5384, 9.4157, -2.6522], [6.1513, 8.1166, -3.6591], [7.5225, 8.5126, -2.7549], [2.3028, 19.4860, -6.0766], [2.7541, 18.3007, -4.4880], [2.2285, 18.9720, -3.1819], [2.3949, 17.7154, -1.6796], [3.8349, 18.1612, -4.4644], [2.3245, 17.3251, -4.7154], [1.1860, 19.2838, -3.2457], [2.7784, 19.8832, -2.9466], [2.1178, 13.3465, -4.9075], [2.4742, 14.5253, -6.4911], [3.5973, 13.7605, -7.3128], [5.3579, 13.4944, -6.3142], [2.9060, 15.4272, -6.0573], [1.5069, 14.5966, -6.9883], [3.8901, 14.3335, -8.1926], [3.1564, 12.8046, -7.5956], [9.0185, 12.1214, 1.3108], [7.0596, 11.8986, 1.7404], [6.5299, 13.3548, 2.0236], [4.5068, 13.3379, 2.0706], [6.8255, 11.1789, 2.5249], [6.6575, 11.5156, 0.8025], [6.8845, 14.1222, 1.3356], [6.8604, 13.6585, 3.0169], [5.5529, 17.1261, 2.2870], [5.5428, 17.9531, 0.4737], [6.5788, 19.0989, 0.4810], [6.1560, 20.4679, -0.9106], [4.5335, 18.3084, 0.2657], [5.7494, 17.2617, -0.3432], [7.5347, 18.5853, 0.3776], [6.4999, 19.5923, 1.4498]]}

5.
{"formula": "C12H24BrClMgO10", "method": "the ωB97M-V functional and the def2-TZVPD basis", "homo_ev": -8.06, "e_above_lowest_kj_mol": 104.2, "total_charge": 0, "homo_lumo_gap_ev": 8.321, "e_lumo_ev": 0.266, "elements": ["Mg", "Cl", "Br", "C", "O", "C", "O", "O", "C", "H", "H", "H", "H", "H", "H", "C", "O", "C", "O", "O", "C", "H", "H", "H", "H", "H", "H", "C", "O", "C", "O", "O", "C", "H", "H", "H", "H", "H", "H", "C", "C", "O", "C", "H", "H", "H", "H", "H", "H"], "xyz": [[-0.6157, 0.6738, -0.9844], [-0.5707, -0.4309, -3.0410], [-2.0052, 2.6739, -1.1563], [-3.9057, -1.0105, -1.7863], [-3.7098, -1.7054, -0.5682], [-2.6917, -1.3962, 0.2134], [-1.9978, -0.4277, 0.0725], [-2.5041, -2.2592, 1.1790], [-3.3911, -3.3308, 1.4074], [-3.0985, -0.3289, -2.0590], [-4.8320, -0.4407, -1.7024], [-4.0131, -1.6581, -2.6567], [-3.1711, -4.2733, 0.8979], [-4.4316, -3.1418, 1.1518], [-3.3475, -3.6050, 2.4605], [-1.7230, 1.6802, 2.8488], [-0.3426, 1.8809, 2.9724], [0.4560, 1.7074, 1.9396], [0.1756, 1.2795, 0.8603], [1.7036, 1.8719, 2.3969], [2.7811, 1.4799, 1.5511], [-2.0400, 0.6365, 2.7718], [-2.1817, 2.2090, 2.0105], [-2.2687, 2.0305, 3.7256], [3.7249, 1.5479, 2.0866], [2.8688, 2.2446, 0.7745], [2.6330, 0.4882, 1.1344], [2.8613, 0.4109, -3.1158], [2.8244, 1.8151, -2.9090], [1.9627, 2.3184, -2.0384], [1.1458, 1.6990, -1.4215], [2.2819, 3.5871, -1.8561], [1.4620, 4.3364, -0.9762], [1.9804, 0.0211, -3.6181], [3.1328, -0.1829, -2.2400], [3.7436, 0.3037, -3.7529], [2.0142, 5.2543, -0.7804], [1.2685, 3.8844, -0.0007], [0.4882, 4.5634, -1.4092], [1.5417, -3.3025, -0.5592], [1.1084, -2.1562, 0.3142], [0.7822, -1.1157, -0.2124], [1.2366, -2.2417, 1.7862], [2.3550, -2.9717, -1.2011], [0.6966, -3.6889, -1.1304], [1.8913, -4.1579, 0.0228], [1.4525, -1.2525, 2.1872], [1.9774, -2.9305, 2.1930], [0.2910, -2.5891, 2.2175]]}

Number 1: M 313.390 g mol⁻¹, total energy -38202.0039 eV. Number 2: M 377.188 g mol⁻¹, total energy -83674.7432 eV. Number 3: M 1009.721 g mol⁻¹, total energy -456547.6778 eV. Number 4: M 1127.172 g mol⁻¹, total energy -853342.7409 eV. Number 5: M 467.976 g mol⁻¹, total energy -121323.0525 eV.